No. 1
Here is C16H6Cl40NO4S2 as an isolated structure in a non-equilibrium geometry from OMol25. Energies are from ωB97M-V/def2-TZVPD.

Kohn-Sham gap: 0.279 Ha
HOMO: -0.2377 Eh
LUMO energy: 1.12 eV
E: -20172.95102 Ha
M: 1758.5 g mol⁻¹
net charge: -1

CARTESIAN COORDINATES (ANGSTROEM)
O: 3.746 -3.249 0.929
S: 2.579 -2.581 0.352
O: 1.610 -2.371 1.409
N: 3.006 -1.204 -0.385
S: 1.737 -0.289 -0.873
O: 2.010 0.288 -2.174
O: 1.566 0.789 0.090
C: 0.184 -1.175 -0.886
C: 0.065 -2.292 -1.696
C: -1.116 -3.034 -1.709
C: -2.156 -2.620 -0.889
C: -2.034 -1.477 -0.101
C: -0.859 -0.738 -0.077
H: 2.071 -3.479 -0.541
H: 0.910 -2.570 -2.320
H: -1.157 -3.914 -2.343
H: -3.072 -3.205 -0.878
H: -2.877 -1.184 0.528
H: -0.770 0.112 0.573
C: 6.975 -1.964 3.053
Cl: 5.801 -1.198 2.003
Cl: 7.806 -0.732 4.028
Cl: 6.157 -3.104 4.131
Cl: 8.170 -2.837 2.077
C: -1.096 3.331 -1.409
Cl: 0.619 3.696 -1.358
Cl: -1.970 4.407 -0.300
Cl: -1.704 3.577 -3.061
Cl: -1.365 1.641 -0.924
C: 6.469 2.171 -0.300
Cl: 5.260 0.907 -0.539
Cl: 7.603 2.182 -1.665
Cl: 5.684 3.754 -0.198
Cl: 7.348 1.850 1.198
C: 4.617 -1.370 -4.440
Cl: 5.132 -0.492 -3.009
Cl: 5.924 -2.439 -4.960
Cl: 3.189 -2.346 -4.068
Cl: 4.227 -0.231 -5.741
C: -5.086 -0.052 2.644
Cl: -5.267 1.025 4.036
Cl: -6.575 -0.042 1.689
Cl: -3.744 0.500 1.642
Cl: -4.756 -1.699 3.202
C: -8.623 -0.565 5.618
Cl: -7.990 0.315 7.016
Cl: -7.389 -1.679 5.018
Cl: -10.062 -1.479 6.100
Cl: -9.056 0.581 4.349
C: -11.532 3.431 2.842
Cl: -12.757 4.218 1.839
Cl: -10.651 4.653 3.765
Cl: -12.317 2.304 3.954
Cl: -10.402 2.551 1.805
C: -2.880 5.390 -6.985
Cl: -2.303 6.904 -6.279
Cl: -4.635 5.473 -7.201
Cl: -2.107 5.140 -8.556
Cl: -2.480 4.050 -5.911
C: 6.080 -5.736 -2.340
Cl: 7.824 -5.489 -2.149
Cl: 5.211 -4.675 -1.230
Cl: 5.626 -5.404 -4.016
Cl: 5.683 -7.425 -1.962
C: 3.900 2.213 3.561
Cl: 5.653 2.477 3.686
Cl: 3.061 3.256 4.731
Cl: 3.339 2.590 1.945
Cl: 3.541 0.525 3.899

Here are the Mulliken charges for atoms 1 to 4, given in e: O -0.608; S 0.638; O -0.633; N -0.044

No. 2
Here is C16H6F7N3O3S in the gas phase in a non-equilibrium geometry from OMol25. Energies are from ωB97M-V/def2-TZVPD.

Kohn-Sham gap: 0.321 Ha
HOMO: -0.3445 Eh
SMILES string: O=C(Nc1c(F)c(F)c(-c2cccc(OC(F)(F)F)c2)c(F)c1F)c1nsnc1O
LUMO energy: -0.64 eV
E: -2100.50913 Ha
M: 453.3 g mol⁻¹

CARTESIAN COORDINATES (ANGSTROEM)
O: 5.110 0.704 -1.003
C: 3.982 0.524 -0.535
N: 2.972 1.515 -0.615
C: 1.594 1.251 -0.520
C: 0.983 0.117 -1.114
F: 1.725 -0.864 -1.699
C: -0.357 -0.192 -0.760
F: -1.020 -1.212 -1.308
C: -1.197 0.763 -0.109
C: -2.661 0.584 0.012
C: -3.030 -0.422 0.858
C: -4.420 -0.657 1.053
C: -5.413 0.124 0.606
C: -5.037 1.228 -0.230
O: -5.869 2.184 -0.841
C: -6.872 2.795 -0.015
F: -6.212 3.449 0.971
F: -7.732 1.924 0.556
F: -7.650 3.608 -0.757
C: -3.636 1.469 -0.546
C: -0.496 1.827 0.509
F: -1.218 2.606 1.349
C: 0.851 2.106 0.331
F: 1.415 3.151 0.926
C: 3.805 -0.532 0.393
N: 3.193 -0.550 1.540
S: 3.237 -1.993 2.340
N: 4.303 -2.634 1.163
C: 4.488 -1.790 0.229
O: 5.280 -2.264 -0.784
H: 3.322 2.453 -0.840
H: -2.364 -1.143 1.335
H: -4.764 -1.584 1.497
H: -6.457 -0.150 0.627
H: -3.410 2.178 -1.329
H: 5.860 -2.876 -0.379

Here are the Mulliken charges for atoms 1 to 4, given in e: O -0.585; C -0.001; N -0.104; C -0.143

No. 3
Here is C16H6N2O6 in the gas phase in a non-equilibrium geometry from OMol25. Energies are from ωB97M-V/def2-TZVPD.

Kohn-Sham gap: 0.266 Ha
HOMO: -0.3453 Eh
SMILES string: O=C1OC(=O)c2c(/N=N/c3cccc4c3C(=O)OC4=O)cccc21
LUMO energy: -2.15 eV
energy above the lowest of the compared OMol25 structures with the same formula, charge and spin: 1.281 eV
E: -1174.19447 Ha
M: 322.2 g mol⁻¹

CARTESIAN COORDINATES (ANGSTROEM)
O: -4.902 2.494 1.507
C: -3.784 2.239 1.194
O: -3.113 2.805 0.197
C: -2.027 2.014 -0.048
O: -1.232 2.155 -0.906
C: -1.921 0.954 0.923
C: -0.903 -0.042 1.192
N: 0.275 0.025 0.588
N: 1.050 -0.965 0.522
C: 2.152 -0.859 -0.224
C: 2.476 0.425 -0.814
C: 3.835 0.487 -1.210
C: 4.740 -0.623 -1.176
C: 4.326 -1.874 -0.690
C: 2.986 -1.940 -0.161
C: 2.904 -3.304 0.345
O: 1.971 -3.852 0.903
O: 4.051 -4.035 0.124
C: 5.000 -3.123 -0.388
O: 6.194 -3.338 -0.656
C: -1.227 -1.072 2.026
C: -2.402 -1.163 2.719
C: -3.249 -0.008 2.617
C: -3.085 0.965 1.624
H: 1.719 1.210 -0.904
H: 4.175 1.398 -1.434
H: 5.797 -0.594 -1.510
H: -0.600 -1.973 2.034
H: -2.845 -1.994 3.340
H: -3.963 -0.090 3.449

Here are the Mulliken charges for atoms 1 to 4, given in e: O -0.494; C 0.309; O -0.295; C 0.523

No. 4
Here is C16H8AgBrF5N2OS2 as an isolated structure from OMol25. Energies are from ωB97M-V/def2-TZVPD.

Kohn-Sham gap: 0.256 Ha
HOMO: -0.1597 Eh
LUMO energy: 2.62 eV
energy above the lowest of the compared OMol25 structures with the same formula, charge and spin: 0.000 eV
E: -4815.99419 Ha
M: 591.1 g mol⁻¹
net charge: -1

CARTESIAN COORDINATES (ANGSTROEM)
Ag: -0.584 0.659 -0.937
O: -1.357 -0.279 1.484
N: -0.391 -1.123 1.679
C: 0.198 -1.161 2.898
C: 1.223 -2.021 3.193
C: 1.683 -2.878 2.195
C: 1.094 -2.825 0.955
C: 0.041 -1.943 0.661
S: -0.696 -1.855 -0.889
H: -0.225 -0.449 3.590
H: 1.657 -2.006 4.182
H: 2.497 -3.565 2.385
H: 1.431 -3.457 0.146
Br: -2.939 3.426 -2.587
C: -3.769 2.201 -1.385
C: -5.000 2.536 -0.842
C: -5.581 1.618 0.016
C: -4.918 0.431 0.286
C: -3.690 0.203 -0.309
N: -3.122 1.085 -1.142
H: -5.470 3.478 -1.085
H: -6.540 1.833 0.471
H: -5.333 -0.307 0.957
H: -3.104 -0.687 -0.111
F: 5.790 -1.052 -1.539
C: 4.713 -0.257 -1.431
C: 3.719 -0.288 -2.391
F: 3.840 -1.122 -3.435
C: 2.618 0.539 -2.274
F: 1.693 0.464 -3.235
C: 2.446 1.423 -1.204
S: 1.047 2.464 -1.050
C: 3.477 1.428 -0.262
F: 3.413 2.236 0.804
C: 4.587 0.609 -0.364
F: 5.550 0.644 0.573

Here are the Mulliken charges for atoms 1 to 4, given in e: Ag 0.241; O -0.664; N 0.396; C -0.181